Record 1
Entry from the OMol25 dataset: a structure of composition C20H16LiN9O3 (ωB97M-V/def2-TZVPD).

Atoms and positions in Å:
O: 0.01 1.82 0.60
O: -0.17 -4.14 1.15
O: -0.04 -2.05 1.12
N: -3.87 -2.35 -0.25
N: -0.72 3.70 1.46
N: -3.61 -1.38 -1.15
N: -1.93 -2.75 -1.31
N: 0.54 3.45 1.98
N: 1.80 -2.99 -1.21
N: 3.66 -2.97 0.06
N: -0.08 -3.08 1.83
N: 3.54 -1.82 -0.64
C: 2.22 1.66 1.62
C: 4.43 -0.70 -0.38
C: -4.51 -0.25 -1.30
C: -4.40 2.20 -1.79
C: 0.94 2.34 1.45
C: 3.00 1.90 2.75
C: 3.92 0.20 0.73
C: 4.23 1.28 2.86
C: 2.68 0.82 0.62
C: -3.87 3.46 -1.59
C: -3.84 1.09 -1.15
C: -2.18 2.53 -0.17
C: -2.84 -3.15 -0.38
C: -2.76 3.64 -0.78
C: -2.45 -1.63 -1.77
C: -2.72 1.26 -0.35
C: -0.99 2.73 0.67
C: 2.42 -1.84 -1.37
C: 4.69 0.44 1.86
C: 2.60 -3.65 -0.32
Li: -0.11 -3.14 -0.44
H: 5.39 -1.13 -0.10
H: -4.32 4.32 -2.08
H: 4.56 -0.15 -1.31
H: 2.38 -4.63 0.07
H: 2.11 -1.03 -2.01
H: -5.25 -0.39 -0.51
H: -2.02 -0.98 -2.52
H: 2.63 2.56 3.52
H: -2.26 0.41 0.16
H: 5.65 -0.05 1.96
H: 4.84 1.45 3.74
H: -2.34 4.62 -0.62
H: 2.05 0.65 -0.25
H: -5.26 2.07 -2.43
H: -2.71 -4.04 0.23
H: -5.04 -0.31 -2.25

Properties
DFT total energy, Eh: -1497.8180
Lowest unoccupied orbital energy, eV: 0.111
Strongest force on any atom, hartree/bohr: 0.01235

=====

Record 2
Entry from the OMol25 dataset: an isolated molecule of C20H16N6O2 (ωB97M-V/def2-TZVPD).

Atoms and positions in Å:
O: -1.38 -1.76 -1.70
O: -4.93 1.05 -0.41
N: -0.97 2.15 -0.44
N: 1.28 1.78 -0.89
N: 2.01 -0.25 1.90
N: -2.21 1.41 1.23
N: 2.37 0.37 0.77
N: -2.21 2.58 -0.69
C: 5.92 -0.56 0.63
C: -0.99 1.42 0.75
C: -4.41 2.14 0.35
C: -2.92 2.11 0.31
C: 3.69 0.25 0.29
C: -3.70 -2.03 1.14
C: -4.48 -0.92 0.92
C: 0.75 0.01 2.13
C: -3.21 -0.46 -1.07
C: 1.32 1.05 0.24
C: -2.65 -2.36 0.30
C: 0.23 0.84 1.12
C: -0.48 -2.82 -1.48
C: 6.30 -0.01 -0.58
C: 5.38 0.67 -1.35
C: -2.40 -1.57 -0.82
C: 4.07 0.81 -0.92
C: -4.22 -0.12 -0.19
C: 4.62 -0.43 1.07
C: 0.14 2.30 -1.20
H: -3.89 -2.65 2.01
H: 4.30 -0.85 2.01
H: 5.67 1.10 -2.30
H: -1.00 -3.79 -1.51
H: 0.03 -2.72 -0.52
H: 6.64 -1.09 1.24
H: 0.05 2.89 -2.10
H: 0.25 -2.77 -2.28
H: -4.74 2.07 1.40
H: -2.04 -3.22 0.52
H: -5.27 -0.64 1.60
H: 7.32 -0.11 -0.92
H: 0.25 -0.39 2.99
H: -4.80 3.05 -0.12
H: 3.34 1.34 -1.52
H: -3.01 0.15 -1.94

Properties
DFT total energy, Eh: -1250.7395
Lowest unoccupied orbital energy, eV: 0.023
Strongest force on any atom, hartree/bohr: 0.02713

=====

Record 3
Entry from the OMol25 dataset: a structure of composition C20H16N6OReS (ωB97M-V/def2-TZVPD).

Atoms and positions in Å:
Re: -0.80 0.51 -0.04
S: -1.18 -1.67 -0.12
O: -2.05 1.93 -0.53
N: -0.87 1.82 2.13
N: -3.51 5.72 2.02
N: 0.18 -1.44 -2.54
N: 0.97 0.31 -1.10
N: -3.53 3.57 -0.89
N: -1.40 -2.93 -2.54
C: 3.41 0.32 -2.42
C: 1.53 0.03 5.06
C: -0.78 -2.03 -1.78
C: 0.11 -1.97 -3.82
C: -2.41 3.54 1.23
C: -0.15 0.69 1.83
C: 1.45 -1.04 2.47
C: 0.68 0.10 2.80
C: -2.67 3.00 -0.09
C: -3.02 4.74 1.67
C: -0.86 -2.90 -3.81
C: 1.21 -0.55 -2.11
C: 2.24 -1.63 3.43
C: -2.53 -3.79 -2.12
C: 1.97 1.17 -0.75
C: 2.28 -1.09 4.72
C: 0.73 0.63 4.11
C: 2.43 -0.59 -2.77
C: 3.17 1.23 -1.40
C: -1.56 2.75 1.92
H: 2.61 -1.34 -3.52
H: -3.69 3.21 -1.82
H: 2.83 -2.50 3.19
H: -4.04 4.39 -0.59
H: 0.74 -1.64 -4.63
H: 1.58 0.43 6.07
H: -3.44 -3.21 -2.12
H: -2.60 -4.61 -2.83
H: 2.90 -1.56 5.47
H: -2.31 -4.19 -1.13
H: 3.91 1.95 -1.09
H: 4.37 0.30 -2.93
H: 1.76 1.81 0.10
H: 0.14 1.50 4.38
H: -1.23 -3.54 -4.60
H: 1.41 -1.45 1.47

Properties
DFT total energy, Eh: -1650.9220
Lowest unoccupied orbital energy, eV: -10.965
Total charge: +3
Strongest force on any atom, hartree/bohr: 0.00725
Relative energy (zero: lowest compared OMol25 entry of this formula, charge and spin), kcal/mol: 10.5

=====

Record 4
Entry from the OMol25 dataset: an isolated molecule of C20H16N8OS (ωB97M-V/def2-TZVPD).

Atoms and positions in Å:
S: 0.06 -1.97 -4.69
O: 0.39 0.14 -2.36
N: 4.26 0.86 0.33
N: 0.09 3.24 1.62
N: 0.48 -0.21 2.31
N: -3.49 1.80 2.28
N: 3.09 0.97 -1.54
N: 1.02 1.00 2.09
N: -2.20 3.49 1.81
N: 4.30 0.69 -1.07
C: 2.26 1.38 -0.54
C: -2.50 -1.28 3.59
C: -3.88 -2.88 2.52
C: -3.23 -2.71 1.32
C: 2.40 -2.61 -5.67
C: -1.15 1.39 2.03
C: -0.83 0.00 2.40
C: 0.00 1.94 1.86
C: 2.94 1.25 0.56
C: 1.51 -1.12 -4.06
C: -2.25 2.20 2.00
C: -3.48 -2.20 3.57
C: 1.40 -0.03 -3.05
C: 2.66 0.94 -2.86
C: 1.07 -2.83 -5.80
C: 2.63 -1.58 -4.73
C: -2.10 -1.87 1.27
C: -0.99 3.95 1.53
C: -1.80 -1.07 2.37
C: 2.43 1.30 2.01
H: 3.49 0.53 -3.38
H: 0.62 -3.43 -6.64
H: 2.63 2.38 2.48
H: -3.64 -3.38 0.45
H: -2.26 -0.57 4.50
H: 2.85 0.51 2.68
H: -0.91 4.96 1.23
H: 3.61 -1.41 -4.31
H: -1.50 -1.64 0.40
H: -4.07 -2.29 4.46
H: -3.68 0.82 2.04
H: 1.26 1.63 -0.56
H: -4.26 2.49 2.52
H: 3.07 -3.02 -6.27
H: 2.40 1.91 -3.31
H: -4.68 -3.66 2.61

Properties
DFT total energy, Eh: -1683.0889
Lowest unoccupied orbital energy, eV: -0.579
Strongest force on any atom, hartree/bohr: 0.11430
Relative energy (zero: lowest compared OMol25 entry of this formula, charge and spin), kcal/mol: 0.0

=====

Record 5
Entry from the OMol25 dataset: a cluster of 5 separate species, C20H17BF32INO6 in total (ωB97M-V/def2-TZVPD).

Atoms and positions in Å:
I: 4.74 0.45 -1.25
F: -6.48 -2.31 5.87
F: 0.85 4.90 3.05
F: 3.72 -5.53 -8.47
F: -3.53 -0.55 -2.78
F: 2.53 -0.79 -4.47
F: 6.29 -6.43 -8.33
F: -0.21 1.75 4.19
F: 6.25 -4.28 -7.97
F: -2.53 -1.21 7.92
F: -4.40 -2.41 6.49
F: -2.97 6.56 5.14
F: -1.30 3.02 2.82
F: -1.27 0.56 7.95
F: 4.14 -1.07 -9.43
F: -1.58 5.53 2.08
F: 1.83 1.16 -2.76
F: -6.81 0.07 7.08
F: 1.37 2.93 2.27
F: -0.75 -2.69 -2.90
F: -5.28 0.09 5.52
F: 4.82 -2.11 -7.02
F: -0.72 -1.16 5.87
F: 4.10 -6.75 -6.71
F: 0.45 -1.30 -4.86
F: -2.80 -3.08 -3.54
F: 4.36 -3.23 -9.58
F: 2.80 -1.29 -7.10
F: -2.73 -0.86 5.08
F: -0.84 6.39 4.67
F: -2.33 7.48 2.69
F: 1.13 -0.81 -2.16
F: -2.05 -0.60 -4.36
O: -0.90 3.69 4.92
O: 3.83 0.49 1.62
O: -1.46 -0.04 -2.26
O: -3.35 0.79 7.29
O: 3.65 2.65 1.78
O: 3.90 -4.59 -6.43
N: 3.03 1.79 1.38
C: -2.42 6.16 2.92
C: -5.59 -1.88 6.79
C: 4.37 -5.56 -7.28
C: 3.00 -3.59 -6.88
C: -0.40 3.04 3.82
C: 0.95 3.60 3.37
C: 5.89 -5.47 -7.47
C: -4.61 0.35 7.77
C: -2.27 -0.06 7.27
C: -1.76 -0.31 5.85
C: 3.59 -2.33 -7.52
C: -5.55 -0.35 6.77
C: 3.60 -2.25 -9.05
C: -2.24 -0.85 -3.05
C: -2.06 5.88 4.38
C: 1.27 -0.30 -4.46
C: 0.93 0.18 -3.05
C: -2.12 4.42 4.86
C: -2.03 -2.33 -2.72
C: -0.46 0.79 -2.82
B: 4.97 0.45 0.88
H: -2.43 4.47 5.90
H: -2.90 3.85 4.35
H: 1.69 3.49 4.16
H: -0.31 1.56 -2.07
H: -0.82 1.32 -3.71
H: -1.45 0.63 5.38
H: 2.59 -2.32 -9.45
H: -3.45 5.84 2.71
H: 6.39 -5.62 -6.51
H: -5.13 1.28 8.03
H: -4.52 -0.21 8.70
H: 2.19 -4.02 -7.48
H: -5.91 -2.24 7.77
H: 6.05 0.44 1.38
H: -2.31 -2.53 -1.68
H: 2.52 -3.24 -5.96
H: 1.21 0.52 -5.18

Properties
DFT total energy, Eh: -4796.7055
Lowest unoccupied orbital energy, eV: -0.808
Strongest force on any atom, hartree/bohr: 0.03280

=====

Record 6
Entry from the OMol25 dataset: an isolated molecule of C20H17N3O6 (ωB97M-V/def2-TZVPD).

Atoms and positions in Å:
O: -7.25 1.14 0.18
O: 1.03 1.86 0.26
O: 3.10 -1.08 0.30
O: -6.53 -0.82 0.66
O: -1.91 -2.01 -0.38
O: 4.91 2.73 -1.09
N: -0.38 -0.35 -0.02
N: 3.23 1.84 0.68
N: -6.36 0.32 0.30
C: 2.07 1.20 0.39
C: -3.99 -0.18 0.01
C: -2.69 0.22 -0.27
C: -4.78 2.07 -0.35
C: 5.35 1.55 -0.45
C: -3.49 2.47 -0.65
C: 3.26 3.29 0.60
C: -2.45 1.55 -0.61
C: 2.63 -2.34 0.12
C: 4.55 1.27 0.84
C: 2.01 -0.25 0.27
C: 2.72 -4.69 -0.12
C: 0.84 -0.98 0.06
C: 1.23 -2.35 -0.04
C: -1.63 -0.84 -0.24
C: 0.58 -3.57 -0.24
C: -5.02 0.74 -0.02
C: 1.34 -4.72 -0.27
C: 4.52 3.72 -0.17
C: 3.40 -3.50 0.08
H: -0.25 0.66 0.11
H: 4.33 4.62 -0.76
H: -1.45 1.89 -0.86
H: 5.35 3.93 0.53
H: 5.21 0.75 -1.17
H: 2.35 3.60 0.07
H: 4.47 -3.46 0.20
H: -5.61 2.77 -0.37
H: 6.42 1.62 -0.20
H: -3.29 3.49 -0.91
H: 0.85 -5.67 -0.43
H: 5.01 1.78 1.69
H: 4.50 0.21 1.04
H: -0.49 -3.60 -0.36
H: 3.28 -5.61 -0.16
H: -4.19 -1.22 0.26
H: 3.25 3.72 1.60

Properties
DFT total energy, Eh: -1387.9793
Lowest unoccupied orbital energy, eV: -0.525
Strongest force on any atom, hartree/bohr: 0.02585
Relative energy (zero: lowest compared OMol25 entry of this formula, charge and spin), kcal/mol: 27.1

=====

Record 7
Entry from the OMol25 dataset: an isolated molecule of C20H17N5 (ωB97M-V/def2-TZVPD).

Atoms and positions in Å:
N: -1.48 0.31 0.32
N: 3.96 -1.16 0.16
N: -5.62 3.03 -0.35
N: -1.09 1.18 2.32
N: 3.64 -2.39 -1.69
C: -3.26 2.57 2.34
C: 4.46 -2.10 -0.59
C: -2.54 1.14 0.58
C: -0.66 0.33 1.35
C: 2.47 -1.62 -1.55
C: -3.70 1.50 -0.21
C: -5.07 1.50 -2.16
C: 0.53 -0.64 1.24
C: -3.90 1.02 -1.53
C: -4.58 2.56 0.31
C: -0.49 1.40 3.60
C: 2.61 -0.95 -0.35
C: 4.14 -3.11 -2.80
C: 6.18 -3.59 -1.58
C: -4.34 3.09 1.59
C: 5.82 -2.71 -0.57
C: 5.37 -3.76 -2.79
C: -5.91 2.43 -1.50
C: -2.27 1.67 1.89
C: 1.48 -0.07 0.15
H: 0.15 0.45 3.75
H: -6.69 2.69 -2.22
H: 1.98 0.81 0.66
H: -5.11 3.67 2.01
H: 0.86 0.19 -0.63
H: 7.24 -3.91 -1.54
H: 1.14 -0.63 2.17
H: 6.54 -2.31 0.09
H: 5.68 -4.39 -3.68
H: 0.24 2.20 3.64
H: -3.29 0.32 -2.09
H: -3.12 2.97 3.36
H: 1.58 -1.63 -2.15
H: -5.22 1.24 -3.21
H: -1.27 1.55 4.37
H: 3.51 -3.20 -3.69
H: 0.04 -1.67 0.98

Properties
DFT total energy, Eh: -1046.0632
Lowest unoccupied orbital energy, eV: 0.401
Strongest force on any atom, hartree/bohr: 0.09653
Relative energy (zero: lowest compared OMol25 entry of this formula, charge and spin), kcal/mol: 0.0

=====

Record 8
Entry from the OMol25 dataset: a structure of composition C20H17O21PV2 (ωB97M-V/def2-TZVPD).

Atoms and positions in Å:
V: -6.91 28.43 -10.88
V: -6.47 26.46 -8.09
P: -4.73 26.98 -10.29
O: -6.89 24.96 -7.64
O: -13.34 29.60 -8.37
O: -13.06 26.49 -4.83
O: -5.44 27.97 -9.32
O: -13.82 34.33 -10.27
O: -10.43 27.75 -12.54
O: -3.22 27.05 -10.28
O: -14.29 25.20 -15.46
O: -8.18 27.16 -9.46
O: -12.88 27.18 -11.47
O: -10.20 30.29 -10.44
O: -7.17 29.96 -10.21
O: -7.64 28.41 -12.31
O: -12.01 26.12 -16.65
O: -6.93 27.38 -6.84
O: -12.96 28.56 -3.02
O: -10.60 31.74 -8.13
O: -13.15 33.11 -12.69
O: -13.78 31.55 -6.52
O: -5.01 25.64 -9.55
O: -5.54 27.08 -11.58
C: -10.09 27.73 -8.11
C: -9.50 26.82 -9.19
C: -12.17 26.33 -15.46
C: -11.67 31.65 -11.63
C: -13.48 30.06 -4.74
C: -12.23 33.07 -9.19
C: -13.46 29.23 -7.07
C: -11.19 32.03 -9.13
C: -11.19 27.05 -14.64
C: -11.39 27.33 -13.36
C: -11.03 31.33 -10.48
C: -13.19 28.83 -4.33
C: -12.69 26.95 -12.64
C: -12.90 33.35 -10.32
C: -13.59 30.41 -6.17
C: -13.58 26.17 -13.44
C: -13.37 25.86 -14.73
C: -13.23 27.98 -6.67
C: -13.16 27.62 -5.24
C: -12.58 32.77 -11.67
H: -13.62 30.90 -4.06
H: -13.83 24.98 -16.28
H: -13.29 27.19 -7.41
H: -9.89 27.57 -7.05
H: -9.92 28.76 -8.40
H: -12.54 33.57 -8.29
H: -12.65 29.36 -2.59
H: -13.60 30.54 -8.45
H: -10.60 27.49 -11.62
H: -14.60 25.94 -13.13
H: -10.11 27.07 -10.07
H: -10.15 27.20 -14.93
H: -9.61 25.74 -9.06
H: -11.18 27.68 -8.24
H: -9.98 30.12 -9.51
H: -11.66 30.87 -12.39
H: -14.20 34.51 -11.14

Properties
DFT total energy, Eh: -4581.9334
Lowest unoccupied orbital energy, eV: 1.733
Total charge: -2
Strongest force on any atom, hartree/bohr: 0.11436